Entry 1:
C23H28MgN4O4S6SeSi2Te as an isolated structure in a non-equilibrium geometry, computed with ωB97M-V/def2-TZVPD.

Geometry as XYZ:
```
70
Properties=species:S:1:pos:R:3:forces:R:3
Mg -1.08551 -0.60855 1.89302 -0.42 -1.69 -0.80
S -1.93007 -7.48922 3.58800 -0.05 -0.05 0.02
C -1.38710 -6.18724 2.69031 0.06 0.02 0.00
S 0.22908 -5.99181 2.15564 -0.07 0.12 0.02
C 0.07968 -4.45823 1.29669 0.20 0.11 0.02
C -1.17071 -3.93090 1.32070 -0.03 -0.24 -0.12
S -1.78062 -2.52787 0.45453 -0.36 -0.05 0.35
S -2.36963 -4.88135 2.19007 0.09 0.09 -0.08
S 1.54175 -3.86840 0.57034 -0.10 -0.40 0.36
S -5.52038 5.42498 1.52152 -0.09 0.14 -0.02
N -5.82093 3.95485 2.12856 -0.19 0.11 0.10
C -4.75337 3.22424 1.90135 0.27 -0.20 -0.04
C -4.57664 1.83425 2.28475 -0.14 0.09 -0.01
C -5.49775 1.12020 3.05181 -0.04 0.11 -0.02
C -5.22635 -0.18751 3.37475 -0.13 -0.01 -0.02
C -4.06283 -0.77053 2.88012 0.10 -0.15 -0.13
N -3.19010 -0.10468 2.14784 -0.13 0.61 0.12
C -3.40980 1.19044 1.88166 0.12 -0.11 -0.03
C -2.33098 1.92754 1.18517 0.05 -0.21 -0.09
N -1.20878 1.24638 0.90323 -0.26 0.48 0.02
C -0.17544 1.88732 0.37793 0.01 -0.13 0.09
C -0.23152 3.23582 0.02714 -0.01 0.01 -0.05
C -1.38824 3.93009 0.26690 -0.12 0.11 0.04
C -2.46335 3.27514 0.87516 -0.11 0.16 -0.03
C -3.71551 3.93075 1.21243 0.13 -0.29 0.04
N -4.02808 5.17857 0.94378 -0.04 0.22 -0.05
H -6.40162 1.61358 3.38556 0.01 0.00 0.01
H -5.90073 -0.76584 3.99102 0.01 -0.01 -0.03
H -3.82573 -1.81050 3.07629 0.05 0.02 -0.04
H 0.71821 1.29070 0.23198 -0.05 -0.05 0.03
H 0.63178 3.71157 -0.41632 0.01 -0.03 0.02
H -1.48941 4.97870 0.01602 0.03 -0.01 0.00
C 5.87576 -0.35604 -0.30047 0.15 0.17 0.10
Si 4.04689 0.07145 -0.02348 0.48 -0.10 -0.21
C 3.76810 0.28097 1.80068 -0.19 -0.03 0.09
C 3.75997 1.72182 -0.88795 -0.10 0.17 0.05
C 3.18580 -1.33481 -0.88665 -0.32 -0.16 0.13
Te 1.02222 -1.38371 -0.89841 0.41 0.38 -1.21
C 1.10579 0.10970 -2.61250 -0.07 0.20 0.30
Si 0.61661 -0.72710 -4.18198 0.04 -0.01 0.00
C 1.71068 -2.21570 -4.51032 0.08 -0.08 0.00
C -1.17630 -1.26665 -4.06659 -0.07 -0.03 0.02
C 0.79313 0.44505 -5.66151 -0.07 -0.01 -0.11
H 6.54854 0.40100 0.12139 -0.05 -0.06 -0.03
H 6.10244 -0.44957 -1.36717 -0.02 -0.01 0.03
H 6.11173 -1.31249 0.17657 -0.02 0.04 -0.02
H 4.62411 0.78028 2.26560 0.02 -0.01 -0.07
H 3.61599 -0.68134 2.29620 -0.01 0.06 -0.01
H 2.87586 0.87917 2.00794 0.15 -0.04 -0.04
H 4.33465 2.50996 -0.38781 -0.02 -0.07 0.00
H 2.70397 2.00900 -0.84552 0.07 -0.02 -0.04
H 4.06358 1.70192 -1.93826 -0.03 -0.03 0.02
H 3.48228 -2.26647 -0.39496 -0.01 0.02 -0.04
H 3.51497 -1.39211 -1.92891 -0.01 -0.02 0.03
H 2.12078 0.51259 -2.66139 -0.05 -0.01 0.02
H 0.42985 0.94727 -2.38982 0.07 -0.03 -0.03
H 1.74228 -2.83352 -3.60791 -0.01 0.00 -0.06
H 2.73630 -1.91280 -4.74809 -0.06 0.00 0.00
H 1.33970 -2.83179 -5.33576 0.01 0.06 0.02
H -1.31911 -1.85333 -3.15299 -0.02 0.01 -0.06
H -1.48183 -1.88203 -4.91876 0.02 0.03 0.03
H -1.84480 -0.40017 -4.01828 0.04 -0.04 0.01
H 1.83292 0.76639 -5.77982 -0.04 -0.02 0.02
H 0.18050 1.34207 -5.52322 0.03 -0.04 -0.01
H 0.48032 -0.03423 -6.59693 0.03 0.04 0.05
O 1.57627 -0.17116 4.79202 -0.16 -0.03 -0.17
Se 0.62980 0.28532 3.56616 0.91 0.40 1.06
O -0.98513 -0.11554 3.80907 -0.03 0.34 0.12
O 0.85548 -0.59404 2.15893 0.20 0.34 0.34
O 0.76058 1.87818 3.22298 -0.12 -0.18 -0.05
```
Forces are in eV/Å.

Values from the calculation:
Relative energy (zero: lowest compared OMol25 entry of this formula, charge and spin) (kJ/mol): 189.36
Electronic energy (eV): -197313.0394
Lowest unoccupied orbital energy (eV): 2.717
Multiplicity: 1
Net charge: -2

Mulliken population analysis, charges in e, atoms 1 to 5: Mg 0.933; S -0.400; C 0.059; S -0.160; C 0.220



Entry 2:
One molecule with the formula C2H6NO2 in a non-equilibrium geometry, computed with ωB97M-V/def2-TZVPD.

Geometry as XYZ:
```
11
Properties=species:S:1:pos:R:3:forces:R:3
O 0.07052 1.42838 1.67817 -0.12 0.30 0.19
C 0.45052 0.59068 0.90345 0.10 -0.35 0.11
O 1.35399 -0.37074 1.22648 0.26 -0.31 0.18
C 0.10030 0.48286 -0.53967 -0.22 -0.07 1.43
N -0.86824 -0.65906 -0.79475 -0.33 0.59 -0.95
H 1.58322 -0.30552 2.16723 -0.15 0.18 -0.15
H -0.35020 1.39553 -0.82781 -0.59 0.75 -0.50
H 0.99315 0.29733 -1.08843 0.56 -0.39 -0.71
H -0.88217 -0.84095 -1.83234 -0.07 -0.24 -0.31
H -0.58210 -1.52207 -0.35528 0.38 -0.75 0.46
H -1.86899 -0.49642 -0.53704 0.19 0.29 0.25
```
Forces are in eV/Å.

Values from the calculation:
Relative energy (zero: lowest compared OMol25 entry of this formula, charge and spin) (kJ/mol): 103.98
Electronic energy (eV): -7753.5402
Lowest unoccupied orbital energy (alpha / beta) (eV): 0.744 / 0.460
Multiplicity: 2
⟨S²⟩: 0.751

Mulliken population analysis, charges in e, atoms 1 to 5: O -0.504; C 0.616; O -0.371; C -1.155; N -1.885